[1]
{
  "formula": "C17H30Br2FINO5PS",
  "method": "wB97M-V/def2-TZVPD",
  "symbols": ["C", "C", "P", "C", "C", "N", "S", "C", "C", "C", "C", "O", "C", "C", "C", "O", "C", "O", "C", "Br", "I", "C", "Br", "C", "C", "O", "C", "O", "H", "H", "H", "H", "H", "H", "H", "H", "H", "H", "H", "H", "H", "H", "H", "H", "H", "H", "H", "H", "H", "H", "H", "H", "H", "H", "H", "H", "H", "H", "F"],
  "coordinates": [[-0.872, -2.196, 3.621], [-1.533, -1.128, 2.730], [-0.537, 0.383, 2.327], [0.937, 0.127, 3.377], [1.864, 1.341, 3.477], [0.023, 0.162, 0.518], [1.774, -0.377, 0.644], [-0.783, -0.846, -0.345], [-2.287, -0.532, -0.374], [-0.415, -2.301, 0.038], [-1.484, -3.385, -0.141], [-1.072, -4.524, 0.625], [-0.237, -0.518, -1.747], [-1.057, -1.100, -2.901], [-0.195, -1.372, -4.117], [0.703, -2.434, -3.735], [2.020, -2.162, -3.809], [2.789, -2.479, -2.942], [0.010, 1.042, -1.757], [-1.174, 2.022, -2.942], [1.991, 1.378, -2.659], [-0.042, 1.502, -0.245], [-1.714, 2.507, 0.150], [1.014, 2.495, 0.220], [0.820, 3.895, -0.391], [2.168, 4.433, -0.507], [2.305, 5.737, -0.265], [3.376, 6.249, -0.071], [0.116, -2.466, 3.253], [-0.797, -1.855, 4.652], [-1.499, -3.090, 3.633], [-2.406, -0.707, 3.238], [-1.905, -1.623, 1.846], [1.500, -0.792, 3.210], [0.453, -0.009, 4.354], [2.436, 1.499, 2.564], [2.573, 1.179, 4.289], [1.299, 2.251, 3.681], [1.907, -0.982, -0.543], [-2.495, 0.344, -0.977], [-2.725, -0.328, 0.598], [-2.824, -1.369, -0.813], [-0.128, -2.373, 1.085], [0.457, -2.616, -0.539], [-2.462, -3.052, 0.207], [-1.550, -3.713, -1.178], [-1.763, -4.756, 1.249], [0.745, -0.964, -1.887], [-1.426, -2.077, -2.575], [-1.930, -0.506, -3.157], [-0.816, -1.710, -4.949], [0.354, -0.490, -4.448], [2.330, -1.648, -4.729], [0.899, 2.587, 1.304], [2.025, 2.191, -0.026], [0.238, 4.538, 0.263], [0.373, 3.870, -1.381], [1.366, 6.307, -0.269], [-2.736, 4.441, -0.734]],
  "forces_ev_per_angstrom": [[-0.3, 0.2, -0.1], [0.3, -0.5, 0.4], [-0.7, 0.8, 0.3], [0.4, -0.1, 0.1], [0.0, -0.1, 0.0], [1.1, -0.7, -0.1], [-0.1, -0.3, 0.1], [0.1, -0.2, -0.8], [-0.1, 0.1, 0.3], [-0.1, -0.2, 0.1], [0.1, -0.3, 0.4], [0.1, 0.2, -0.1], [0.0, 0.8, -0.5], [0.0, -0.3, 0.3], [-0.3, -0.1, -0.4], [0.1, 0.2, 0.1], [0.6, -0.1, 0.6], [-0.5, 0.0, -0.5], [0.2, -0.3, 0.1], [-0.1, 0.0, 0.1], [0.0, 0.0, 0.0], [-0.5, 0.0, -0.1], [0.1, 0.5, -0.7], [-0.3, 0.3, 0.0], [0.6, 0.0, 0.0], [-0.2, -0.3, 0.2], [0.8, 0.7, 0.2], [-0.6, -0.4, -0.2], [0.0, -0.1, 0.1], [0.2, 0.0, 0.0], [0.1, 0.0, 0.0], [0.0, 0.0, 0.0], [-0.1, 0.2, -0.1], [-0.1, 0.1, 0.0], [-0.1, 0.1, -0.1], [0.0, 0.0, 0.0], [0.0, 0.1, 0.0], [0.0, 0.0, 0.0], [-0.1, 0.2, -0.1], [0.0, 0.0, -0.1], [0.0, 0.0, 0.0], [0.1, 0.0, -0.1], [0.1, 0.1, -0.1], [0.0, 0.0, 0.1], [0.0, 0.0, -0.1], [-0.2, 0.2, -0.1], [0.0, 0.0, 0.0], [-0.1, -0.1, 0.3], [0.0, 0.0, -0.1], [0.1, 0.1, 0.0], [0.1, -0.1, 0.1], [0.1, 0.0, 0.1], [-0.1, 0.1, 0.0], [0.2, -0.1, 0.0], [0.0, -0.2, 0.1], [-0.2, 0.0, -0.2], [-0.1, 0.0, 0.0], [-0.1, -0.1, 0.1], [-0.1, -0.2, 0.4]],
  "charge": 0,
  "lumo_ev": -0.80
}


[2]
{
  "formula": "C40H86BrF3N5O8P",
  "method": "wB97M-V/def2-TZVPD",
  "symbols": ["C", "C", "C", "C", "O", "C", "C", "C", "C", "C", "C", "N", "C", "O", "C", "C", "C", "C", "F", "F", "F", "C", "C", "C", "Br", "C", "N", "P", "C", "C", "C", "H", "H", "H", "H", "H", "H", "H", "H", "H", "H", "H", "H", "H", "H", "H", "H", "H", "H", "H", "H", "H", "H", "H", "H", "H", "H", "H", "H", "H", "H", "H", "H", "H", "H", "H", "H", "H", "H", "H", "H", "H", "C", "O", "C", "C", "N", "C", "C", "O", "C", "H", "H", "H", "H", "H", "H", "H", "H", "H", "H", "H", "H", "H", "H", "H", "C", "O", "C", "C", "N", "C", "C", "O", "C", "H", "H", "H", "H", "H", "H", "H", "H", "H", "H", "H", "H", "H", "H", "H", "C", "O", "C", "C", "N", "C", "C", "O", "C", "H", "H", "H", "H", "H", "H", "H", "H", "H", "H", "H", "H", "H", "H", "H"],
  "coordinates": [[0.329, 4.121, -0.327], [0.365, 3.560, -1.751], [1.492, 2.525, -1.963], [1.024, 1.147, -2.433], [0.396, 1.147, -3.702], [0.432, 2.216, -4.658], [1.516, 2.222, -5.745], [0.869, 2.582, -7.089], [2.706, 3.151, -5.430], [3.779, 3.064, -6.522], [2.279, 4.619, -5.199], [-0.065, 0.699, -1.525], [0.152, -0.577, -1.105], [-0.725, -1.385, -0.929], [1.646, -0.779, -0.945], [2.159, -0.051, 0.343], [1.109, 0.687, 1.192], [1.497, 0.768, 2.639], [2.808, 0.989, 2.824], [1.234, -0.373, 3.290], [0.848, 1.741, 3.280], [1.941, -2.293, -0.981], [1.895, -3.141, 0.302], [0.886, -2.785, 1.400], [3.702, -3.301, 1.090], [2.096, -0.049, -2.296], [1.757, -0.979, -3.369], [3.904, 0.635, -2.289], [4.959, -0.595, -1.422], [4.425, 0.318, -4.041], [5.022, -1.039, -4.436], [1.342, 4.287, 0.051], [-0.208, 5.072, -0.288], [-0.177, 3.440, 0.362], [0.502, 4.388, -2.452], [-0.609, 3.125, -1.990], [1.998, 2.340, -1.012], [2.267, 2.931, -2.617], [0.401, 3.173, -4.139], [-0.537, 2.102, -5.151], [1.904, 1.201, -5.856], [-0.002, 1.948, -7.275], [0.529, 3.622, -7.106], [1.561, 2.430, -7.919], [3.175, 2.806, -4.502], [3.515, 3.680, -7.387], [4.740, 3.424, -6.148], [3.910, 2.040, -6.885], [2.718, 5.283, -5.947], [1.196, 4.760, -5.231], [2.611, 4.982, -4.222], [-0.981, 0.819, -1.942], [2.675, -0.779, 0.970], [2.916, 0.687, 0.072], [0.132, 0.201, 1.165], [0.978, 1.715, 0.853], [1.227, -2.735, -1.678], [2.925, -2.453, -1.414], [1.712, -4.162, -0.024], [1.366, -2.732, 2.376], [0.119, -3.559, 1.470], [0.373, -1.848, 1.202], [2.483, -1.670, -3.509], [1.601, -0.483, -4.236], [5.986, -0.302, -1.665], [4.845, -0.508, -0.342], [4.846, -1.635, -1.704], [5.156, 1.107, -4.243], [3.580, 0.540, -4.693], [4.938, -1.191, -5.516], [6.083, -1.096, -4.188], [4.534, -1.885, -3.948], [-7.811, 0.491, -3.955], [-6.749, 1.413, -3.844], [-6.106, 1.444, -2.578], [-4.709, 0.869, -2.645], [-4.729, -0.564, -2.886], [-3.424, -1.166, -3.144], [-2.620, -0.669, -4.344], [-3.155, -1.027, -5.605], [-4.196, -0.201, -6.082], [-8.331, 0.712, -4.886], [-7.469, -0.550, -3.984], [-8.517, 0.595, -3.124], [-6.705, 0.904, -1.837], [-6.041, 2.490, -2.267], [-4.216, 1.056, -1.684], [-4.154, 1.434, -3.409], [-5.357, -0.766, -3.653], [-3.573, -2.242, -3.265], [-2.808, -1.040, -2.246], [-1.635, -1.138, -4.291], [-2.455, 0.417, -4.306], [-4.040, 0.845, -5.798], [-5.181, -0.510, -5.721], [-4.196, -0.273, -7.170], [-3.428, -0.612, 0.815], [-3.966, -0.062, 1.999], [-5.264, -0.515, 2.357], [-5.217, -1.420, 3.570], [-4.618, -2.705, 3.253], [-4.290, -3.544, 4.398], [-3.265, -3.028, 5.404], [-1.943, -2.966, 4.904], [-1.634, -1.816, 4.141], [-2.542, -0.031, 0.565], [-3.122, -1.658, 0.927], [-4.137, -0.554, -0.019], [-5.739, -1.025, 1.512], [-5.859, 0.369, 2.602], [-6.241, -1.592, 3.919], [-4.691, -0.869, 4.362], [-3.786, -2.567, 2.694], [-3.914, -4.496, 4.014], [-5.217, -3.765, 4.938], [-3.233, -3.735, 6.236], [-3.553, -2.053, 5.817], [-2.146, -0.929, 4.527], [-1.894, -1.939, 3.085], [-0.559, -1.657, 4.206], [5.456, -1.146, 6.763], [4.616, -0.020, 6.878], [3.623, 0.098, 5.864], [2.237, -0.185, 6.399], [2.063, -1.594, 6.712], [0.812, -1.943, 7.371], [0.496, -1.308, 8.719], [1.322, -1.742, 9.782], [2.561, -1.075, 9.902], [6.277, -1.007, 7.464], [4.945, -2.085, 7.006], [5.866, -1.235, 5.752], [3.854, -0.565, 5.025], [3.654, 1.128, 5.501], [1.511, 0.088, 5.630], [2.068, 0.482, 7.257], [2.845, -1.917, 7.267], [0.801, -3.028, 7.505], [-0.011, -1.704, 6.687], [-0.519, -1.609, 8.990], [0.505, -0.211, 8.667], [2.474, -0.018, 9.630], [3.344, -1.525, 9.285], [2.868, -1.145, 10.946]],
  "forces_ev_per_angstrom": [[-0.1, 0.0, 0.0], [0.0, 0.0, 0.0], [0.0, -0.1, 0.0], [-0.4, 0.3, 0.5], [0.6, -0.1, -0.5], [-0.4, 0.2, 0.2], [0.0, -0.1, -0.1], [-0.1, -0.1, 0.0], [0.1, 0.1, 0.0], [0.0, 0.0, 0.0], [0.1, 0.1, 0.1], [0.2, 0.2, -0.8], [0.0, 0.0, -0.1], [-0.4, -0.5, 0.4], [0.2, 0.3, -0.1], [0.0, -0.1, 0.0], [0.0, 0.1, -0.2], [0.3, -0.3, -0.1], [0.4, 0.3, -0.1], [-0.2, -0.4, 0.2], [-0.4, 0.4, 0.2], [0.1, 0.0, 0.0], [-0.3, 0.0, -0.1], [-0.1, -0.1, 0.1], [0.1, 0.1, 0.0], [0.0, -0.2, 0.2], [0.2, 0.0, 0.0], [-0.3, 0.0, -0.1], [0.1, 0.1, 0.1], [0.1, 0.0, -0.2], [0.0, 0.0, 0.0], [-0.1, 0.1, 0.0], [0.0, -0.1, 0.0], [0.1, 0.0, -0.1], [0.0, 0.0, 0.1], [0.0, 0.0, 0.0], [0.0, 0.1, -0.1], [-0.1, -0.1, 0.0], [0.1, 0.0, 0.0], [0.1, 0.0, 0.0], [-0.1, 0.0, 0.1], [0.1, 0.0, 0.0], [0.0, -0.1, 0.0], [0.0, 0.1, 0.1], [-0.1, -0.1, 0.0], [0.0, -0.1, 0.1], [0.0, 0.0, 0.0], [0.1, 0.0, 0.1], [-0.1, 0.0, 0.0], [0.1, 0.0, -0.1], [0.0, 0.0, -0.1], [0.0, 0.1, 0.1], [-0.1, 0.0, 0.0], [0.0, -0.1, 0.0], [0.0, 0.1, 0.0], [-0.1, -0.1, -0.1], [0.0, 0.0, 0.1], [0.1, 0.0, -0.1], [0.1, 0.0, 0.0], [0.0, 0.1, -0.1], [0.0, 0.1, -0.1], [0.1, -0.1, 0.0], [-0.1, 0.1, 0.0], [0.0, 0.0, 0.0], [-0.1, 0.0, 0.1], [0.0, 0.0, 0.0], [-0.1, -0.1, 0.0], [0.0, -0.1, -0.1], [-0.1, 0.1, 0.1], [0.0, 0.0, 0.1], [-0.1, 0.0, 0.1], [0.0, 0.0, 0.0], [-0.1, 0.0, 0.0], [0.1, 0.0, -0.1], [-0.1, 0.0, 0.1], [0.1, 0.0, 0.0], [-0.1, 0.1, -0.1], [0.0, 0.0, 0.1], [0.1, -0.1, 0.1], [-0.1, 0.0, 0.0], [0.1, 0.0, 0.0], [0.0, 0.0, 0.0], [0.0, 0.0, 0.0], [0.0, 0.0, 0.0], [0.0, 0.0, 0.0], [0.0, 0.0, 0.0], [0.0, 0.0, 0.0], [0.0, 0.0, 0.0], [0.0, 0.0, 0.0], [0.0, 0.0, 0.0], [0.0, 0.0, 0.0], [0.0, 0.0, 0.0], [0.0, 0.0, 0.0], [0.0, 0.0, 0.0], [0.0, 0.0, 0.0], [0.0, 0.0, 0.0], [0.0, 0.0, -0.1], [0.0, 0.0, 0.0], [0.0, 0.0, 0.0], [0.0, -0.1, 0.0], [0.1, 0.0, 0.0], [0.0, -0.1, -0.1], [0.0, 0.0, 0.1], [0.0, 0.0, 0.0], [0.1, 0.0, 0.1], [0.0, 0.0, 0.0], [0.0, 0.0, 0.0], [0.0, 0.0, 0.0], [0.0, 0.0, 0.0], [0.0, 0.0, 0.0], [0.0, 0.0, 0.0], [0.0, 0.0, 0.0], [0.0, 0.0, 0.0], [0.0, 0.0, 0.0], [0.0, 0.0, 0.0], [0.0, 0.0, 0.0], [0.0, 0.0, 0.0], [0.0, 0.0, 0.0], [0.0, 0.1, 0.0], [0.0, 0.0, 0.0], [0.0, 0.0, 0.0], [0.0, -0.1, 0.1], [0.0, 0.1, 0.0], [0.0, -0.1, 0.0], [0.2, 0.0, 0.1], [0.0, 0.0, -0.1], [-0.1, 0.0, 0.0], [0.1, 0.0, 0.0], [0.0, 0.0, 0.0], [0.0, 0.0, 0.0], [0.0, 0.0, 0.0], [0.0, 0.0, 0.0], [0.0, 0.0, 0.0], [0.0, 0.0, 0.0], [-0.1, 0.0, 0.0], [0.0, 0.0, 0.0], [0.0, 0.0, 0.0], [0.0, 0.0, 0.0], [0.0, 0.0, 0.0], [0.0, 0.0, 0.0], [0.0, 0.0, 0.0], [0.0, 0.0, 0.0], [0.0, 0.0, 0.0], [0.0, 0.0, 0.0]],
  "charge": 0,
  "lumo_ev": 0.45,
  "smiles": "CCC[C@]1(OC[C@@H](C)C(C)C)NC(=O)[C@@](CCC(F)(F)F)(C[C@H](C)Br)[C@]1(N)P(C)CC.COCCNCCOC.COCCNCCOC.COCCNCCOC"
}


[3]
{
  "formula": "C3H3NOS2",
  "method": "wB97M-V/def2-TZVPD",
  "symbols": ["O", "C", "C", "S", "N", "C", "S", "H", "H", "H"],
  "coordinates": [[2.506, -0.820, -1.347], [1.335, -0.844, -1.648], [0.257, -0.339, -0.711], [-1.291, -0.395, -1.182], [0.828, 0.123, 0.438], [0.278, 0.661, 1.579], [-1.268, 0.968, 1.949], [0.956, -1.221, -2.614], [1.860, -0.002, 0.429], [1.074, 0.887, 2.304]],
  "forces_ev_per_angstrom": [[-0.5, 0.0, -0.2], [0.5, -0.1, -0.1], [0.0, 0.1, 0.1], [0.1, 0.0, 0.0], [0.7, -0.1, 0.2], [0.2, 0.1, 0.3], [0.2, -0.1, -0.2], [0.1, 0.0, 0.2], [-0.9, 0.2, 0.0], [-0.3, -0.1, -0.3]],
  "charge": 0,
  "lumo_ev": -1.55,
  "smiles": "O=CC(=S)NC=S"
}


[4]
{
  "formula": "C4H6S2",
  "method": "wB97M-V/def2-TZVPD",
  "symbols": ["S", "C", "C", "C", "C", "S", "H", "H", "H", "H", "H", "H"],
  "coordinates": [[-2.884, -0.052, -0.241], [-1.468, 0.292, 0.403], [-0.277, -0.678, 0.524], [0.758, -0.019, -0.350], [1.459, 1.109, 0.082], [2.575, -0.364, -0.114], [-1.206, 1.312, 0.731], [-0.468, -1.695, 0.364], [0.102, -0.513, 1.518], [0.545, 0.028, -1.420], [1.761, 1.893, -0.572], [1.378, 1.403, 1.101]],
  "forces_ev_per_angstrom": [[-0.4, 0.0, -0.1], [0.8, -0.7, 0.1], [-0.2, 3.1, 0.3], [-0.4, -2.1, -2.2], [2.1, 1.2, 1.1], [-0.8, 0.2, 0.1], [-0.2, -0.4, -0.1], [-0.4, -1.3, -0.6], [0.2, -0.3, 0.8], [-0.2, -0.4, 0.2], [-0.2, 0.5, -0.5], [-0.1, 0.3, 0.8]],
  "charge": 0,
  "lumo_ev": -0.37,
  "smiles": "S=CC[C@H]1CS1"
}


no.,energy (Eh)
1,-7381.6557
2,-5666.2410
3,-1042.4554
4,-952.3255